Record 1
Density functional theory data (the ωB97M-V functional and the def2-TZVPD basis) for a structure of composition C5H7N.

Computed properties:
LUMO energy   0.78 eV
Frontier orbital gap   9.03 eV
Largest force on an atom   0.46 eV/A
HOMO   -8.254 eV
Energy above the lowest of the compared OMol25 structures with the same formula, charge and spin   5.2165 eV
Spin multiplicity   1
Electronic energy   -6783.2961 eV

CARTESIAN COORDINATES (ANGSTROEM)
C 0.399 -1.261 0.004
C 1.110 -0.027 -0.529
C 0.553 1.148 -0.279
C -0.379 2.077 0.016
N -1.980 -0.546 0.109
C -0.901 -0.882 0.684
H 1.048 -1.785 0.716
H 0.187 -1.964 -0.813
H 2.052 -0.134 -1.057
H 0.842 2.240 -0.714
H -0.179 2.540 0.997
H -1.866 -0.587 -0.910
H -0.886 -0.819 1.777

These are the Löwdin partial charges, in e, on atoms 1 to 2: C -0.188; C -0.113

---

Record 2
Density functional theory data (the ωB97M-V functional and the def2-TZVPD basis) for a structure of composition C49H43AlN6O4S3 in a non-equilibrium geometry.

Computed properties:
LUMO energy   -0.52 eV
Frontier orbital gap   5.72 eV
Largest force on an atom   1.22 eV/A
HOMO   -6.241 eV
Energy above the lowest of the compared OMol25 structures with the same formula, charge and spin   3.9952 eV
Spin multiplicity   1
Electronic energy   -107748.2062 eV

CARTESIAN COORDINATES (ANGSTROEM)
Al -0.164 0.125 0.486
C 1.754 2.175 2.738
C 1.563 0.995 3.644
C 1.624 1.190 5.017
C 1.542 0.128 5.898
C 1.394 -1.149 5.395
C 1.311 -1.388 4.028
C 1.144 -2.814 3.577
C 1.388 -0.302 3.134
N 1.245 -0.542 1.730
C 2.127 -1.422 1.191
O 3.219 -1.768 1.622
C 1.647 -1.954 -0.136
C 2.264 -2.925 -0.903
C 1.712 -3.210 -2.149
C 0.608 -2.499 -2.610
C 0.032 -1.568 -1.762
N 0.540 -1.363 -0.556
C -1.210 -0.756 -2.010
O -1.719 -0.703 -3.123
N -1.635 -0.194 -0.851
C -2.988 0.293 -0.843
C -4.061 -0.714 -1.122
C -3.714 -2.137 -1.464
C -5.340 -0.336 -1.058
C -5.783 0.998 -0.547
C -4.727 2.913 -0.348
C -3.236 2.660 -0.588
C -2.285 3.840 -0.454
H 1.845 3.093 3.316
H 2.663 2.048 2.142
H 0.906 2.279 2.070
H 1.752 2.199 5.393
H 1.597 0.296 6.966
H 1.342 -1.993 6.073
H 0.709 -3.416 4.374
H 0.506 -2.892 2.694
H 2.114 -3.237 3.312
H 3.144 -3.429 -0.531
H 2.165 -3.970 -2.772
H 0.180 -2.657 -3.590
H -2.951 -2.519 -0.781
H -4.601 -2.764 -1.380
H -3.333 -2.222 -2.481
H -6.117 -1.060 -1.285
H -6.804 0.934 -0.162
H -5.010 3.899 0.016
H -2.843 4.772 -0.544
H -1.786 3.846 0.512
H -1.535 3.833 -1.246
C 5.631 -4.406 -6.085
C 5.358 -3.241 -5.172
C 4.385 -2.301 -5.497
C 4.143 -1.212 -4.679
C 4.878 -1.031 -3.511
N 4.563 0.088 -2.716
C 5.324 0.656 -1.732
O 6.443 0.326 -1.423
N 4.740 1.796 -1.157
C 3.407 2.113 -0.909
C 3.045 3.443 -0.674
C 1.718 3.742 -0.455
C 0.789 2.721 -0.392
N 1.128 1.435 -0.532
C 2.404 1.151 -0.825
C 5.855 -1.959 -3.170
C 6.080 -3.049 -3.999
H 4.719 -4.731 -6.586
H 6.049 -5.251 -5.538
H 6.348 -4.121 -6.857
H 3.809 -2.420 -6.408
H 3.374 -0.494 -4.947
H 3.765 0.612 -3.035
H 5.422 2.362 -0.677
H 3.803 4.216 -0.674
H 1.398 4.763 -0.304
H -0.252 2.904 -0.183
H 2.661 0.117 -0.966
H 6.433 -1.826 -2.268
H 6.842 -3.768 -3.724
O -1.160 1.190 1.386
C -2.540 1.019 1.588
C -3.314 1.336 0.264
C -4.823 1.623 0.490
C -5.582 2.253 -1.466
C -4.705 2.067 -2.658
S -3.133 1.759 -2.227
C -2.924 1.885 2.780
C -3.767 1.626 3.819
C -3.810 2.671 4.782
C -2.984 3.700 4.470
S -2.141 3.406 3.006
C -2.882 -0.432 1.930
C -4.082 -1.068 2.021
C -3.955 -2.450 2.334
C -2.663 -2.839 2.468
S -1.587 -1.513 2.268
H -5.145 1.639 1.525
H -6.513 2.761 -1.719
H -5.064 1.680 -3.600
H -4.337 0.714 3.911
H -4.424 2.638 5.670
H -2.813 4.616 5.012
H -5.036 -0.595 1.855
H -4.800 -3.113 2.451
H -2.275 -3.817 2.702

These are the Löwdin partial charges, in e, on atoms 1 to 2: Al 0.006; C -0.030

---

Record 3
Density functional theory data (the ωB97M-V functional and the def2-TZVPD basis) for a structure of composition C5H12N4 in a non-equilibrium geometry.

Computed properties:
LUMO energy (spin up / spin down)   -0.49 / -0.49 eV
Frontier orbital gap (spin up / spin down)   7.29 / 7.29 eV
Largest force on an atom   4.65 eV/A
HOMO (spin up / spin down)   -7.783 / -7.783 eV
Energy above the lowest of the compared OMol25 structures with the same formula, charge and spin   4.6242 eV
Spin multiplicity   1
Electronic energy   -11335.5971 eV

CARTESIAN COORDINATES (ANGSTROEM)
C 0.256 1.734 1.075
C -1.471 0.109 1.677
N -0.449 0.511 0.732
C -0.448 0.069 -0.802
N -1.408 -0.934 -1.079
N -0.453 1.032 -1.688
H -1.649 -1.588 -0.352
H -2.241 -0.559 -1.510
H 0.155 1.803 -1.437
H 1.166 1.824 0.481
H 0.591 1.671 2.111
H -0.371 2.608 0.879
H -1.848 -0.884 1.447
H -1.004 0.031 2.661
H -2.293 0.831 1.735
C 2.092 -1.500 -1.405
C 1.197 -0.949 -0.369
N 1.232 -0.907 0.840
H 2.991 -1.946 -0.980
H 1.553 -2.274 -1.953
H 2.399 -0.684 -2.062

These are the Löwdin partial charges, in e, on atoms 1 to 2: C -0.114; C -0.098

---

Record 4
Density functional theory data (the ωB97M-V functional and the def2-TZVPD basis) for a structure of composition C24H44BN8PdS3.

Computed properties:
Total charge   -1
LUMO energy   2.54 eV
Frontier orbital gap   4.82 eV
Largest force on an atom   0.50 eV/A
HOMO   -2.274 eV
Energy above the lowest of the compared OMol25 structures with the same formula, charge and spin   1.8745 eV
Spin multiplicity   1
Electronic energy   -74189.7129 eV

CARTESIAN COORDINATES (ANGSTROEM)
Pd -0.164 -1.238 0.034
C -2.129 5.817 -2.344
C -2.891 4.983 -1.309
C -3.718 5.895 -0.392
C -3.867 4.071 -2.045
N -1.884 4.283 -0.471
C -1.067 5.038 0.366
C -0.234 4.192 0.987
N -0.492 2.911 0.543
B 0.247 1.632 1.020
N -0.020 1.335 2.509
C 0.493 2.105 3.529
C 0.148 1.551 4.698
N -0.579 0.399 4.414
C -0.685 0.266 3.041
S -1.467 -0.964 2.189
C -1.065 -0.434 5.543
C -1.686 -1.768 5.140
C 0.133 -0.747 6.450
C -2.116 0.383 6.303
N 1.792 1.809 0.797
C 2.469 2.889 0.270
C 3.749 2.534 0.060
N 3.885 1.212 0.459
C 2.657 0.762 0.902
S 2.241 -0.783 1.445
C 5.123 0.410 0.322
C 6.239 1.298 -0.227
C 4.888 -0.735 -0.666
C 5.554 -0.110 1.694
C -1.532 2.947 -0.352
S -2.227 1.599 -1.071
H -2.833 6.368 -2.971
H -1.535 5.161 -2.981
H -1.459 6.535 -1.867
H -4.515 6.361 -0.973
H -3.125 6.692 0.056
H -4.170 5.308 0.408
H -4.575 4.722 -2.566
H -4.409 3.423 -1.362
H -3.365 3.433 -2.766
H -1.149 6.106 0.446
H 0.514 4.405 1.729
H -0.098 0.710 0.362
H 1.096 2.975 3.340
H 0.362 1.868 5.700
H -0.991 -2.381 4.571
H -2.579 -1.640 4.537
H -1.945 -2.285 6.068
H 0.915 -1.240 5.872
H -0.185 -1.416 7.251
H 0.556 0.145 6.912
H -2.958 0.603 5.645
H -1.707 1.326 6.667
H -2.483 -0.187 7.159
H 1.987 3.821 0.042
H 4.560 3.115 -0.334
H 6.011 1.666 -1.228
H 7.147 0.698 -0.290
H 6.443 2.146 0.430
H 4.565 -0.338 -1.630
H 4.124 -1.413 -0.293
H 5.821 -1.284 -0.811
H 5.793 0.727 2.354
H 6.447 -0.729 1.582
H 4.761 -0.703 2.143
N 0.239 -1.012 -2.676
C 1.576 -1.577 -2.532
C 1.580 -3.082 -2.790
C 0.984 -4.005 -1.718
N -0.436 -3.879 -1.406
H -0.135 -1.179 -3.601
H 0.176 -0.030 -2.444
H 1.907 -1.374 -1.508
H 2.314 -1.121 -3.215
H 2.622 -3.393 -2.936
H 1.078 -3.276 -3.749
H 1.541 -3.872 -0.786
H 1.182 -5.033 -2.052
H -0.576 -3.161 -0.674
H -0.950 -3.543 -2.211

These are the Löwdin partial charges, in e, on atoms 1 to 2: Pd -0.063; C -0.038

---

Record 5
Density functional theory data (the ωB97M-V functional and the def2-TZVPD basis) for an isolated molecule of C2H2O2S2 in a non-equilibrium geometry.

Computed properties:
LUMO energy   -1.09 eV
Frontier orbital gap   9.11 eV
Largest force on an atom   3.76 eV/A
HOMO   -10.196 eV
Energy above the lowest of the compared OMol25 structures with the same formula, charge and spin   1.1824 eV
SMILES   O=C(S)C(=O)S
Spin multiplicity   1
Electronic energy   -27870.4235 eV

CARTESIAN COORDINATES (ANGSTROEM)
O 0.594 1.767 0.355
C 0.645 0.544 0.237
S 2.226 -0.249 -0.281
C -0.573 -0.487 0.135
O -0.628 -1.671 0.432
S -2.206 0.179 -0.292
H 1.597 -1.450 0.293
H -2.078 1.470 0.349

These are the Löwdin partial charges, in e, on atoms 1 to 2: O -0.008; C -0.701

---

Record 6
Density functional theory data (the ωB97M-V functional and the def2-TZVPD basis) for the ion C5H13N6 with charge +1 in a non-equilibrium geometry.

Computed properties:
Expectation value of S²   2.02
Total charge   +1
LUMO energy (spin up / spin down)   -2.64 / -6.71 eV
Frontier orbital gap (spin up / spin down)   5.84 / 7.25 eV
Largest force on an atom   11.01 eV/A
HOMO (spin up / spin down)   -8.473 / -13.960 eV
Spin multiplicity   3
Electronic energy   -14324.5942 eV

CARTESIAN COORDINATES (ANGSTROEM)
C -0.700 1.798 0.019
C -1.965 -0.297 -0.129
C 0.440 -0.422 -0.059
C 1.513 -0.968 -1.005
C 0.639 -0.789 1.425
N -0.923 2.975 -0.234
N -1.917 0.993 0.143
N 0.452 1.057 -0.117
N -0.859 -0.931 -0.482
N -3.188 -0.888 -0.257
N 1.743 1.611 -0.230
H 2.033 -1.739 -0.529
H 2.188 -0.083 -1.155
H 1.113 -1.275 -1.921
H 1.667 -0.705 1.518
H 0.161 -1.747 1.430
H 0.066 -0.112 2.060
H -0.141 3.624 -0.014
H -2.717 1.587 0.126
H -0.718 -1.844 -0.695
H -4.005 -0.362 -0.001
H -3.444 -1.638 -0.938
H 2.079 2.064 0.585
H 1.885 2.172 -1.025

These are the Löwdin partial charges, in e, on atoms 1 to 2: C -0.422; C -0.411

---

Which value of largest force on an atom does entry 3 give?
4.65 eV/A